1.
Below is C5H8O in the gas phase at a distorted geometry, with properties calculated with wB97M-V/def2-TZVPD.

```
14
Properties=species:S:1:pos:R:3:forces:R:3
O -1.8078 -0.3102 1.8240 0.738 0.132 -0.606
C -0.9880 -0.1137 0.9555 0.473 0.689 0.284
C 0.5209 0.3133 1.1895 -0.203 -0.190 0.012
C 1.2378 -0.1376 -0.1023 -0.397 -0.200 -0.317
C 0.1938 0.1714 -1.1860 -1.163 -0.411 -0.060
C -1.2263 -0.2619 -0.5479 0.715 0.470 -0.243
H 0.6363 1.4059 1.3318 -0.433 -0.443 -0.063
H 0.8595 -0.1732 2.1099 0.066 0.114 -0.184
H 2.1884 0.3326 -0.4298 -0.442 -0.130 0.867
H 1.3984 -1.2204 -0.0416 0.092 0.111 -0.085
H 0.3989 -0.3378 -2.1346 -0.064 0.019 0.221
H 0.2796 1.2649 -1.4007 -0.646 -0.722 0.219
H -2.0740 0.3641 -0.8679 0.385 0.037 0.205
H -1.6174 -1.2974 -0.7000 0.878 0.524 -0.251
```
Positions in Å, forces in eV/Å.

Summary:
HOMO-LUMO gap: 0.384 hartree
LUMO: 0.03719 Ha
energy: -270.5448 Ha
E_HOMO: -9.43 eV

***

2.
Below is a molecular structure, C5H8O at a distorted geometry, with properties calculated with wB97M-V/def2-TZVPD.

```
14
Properties=species:S:1:pos:R:3:forces:R:3
C -1.6149 0.3024 -0.0593 -0.116 -0.028 -0.457
C -0.2862 0.3468 -0.1279 -0.559 0.616 0.209
C 0.6719 0.5175 -1.2832 -0.154 -0.049 -0.062
C 1.1997 -0.7839 -0.6633 0.425 -0.444 -0.235
O 1.9751 -0.4056 0.4367 0.249 0.384 0.020
C 0.5882 -0.4982 0.7007 -0.376 -0.957 -0.630
H -2.1097 -0.3513 0.6594 0.065 0.518 0.095
H -2.2291 0.8666 -0.7400 -0.108 -0.222 -0.356
H -0.9600 1.0842 1.7681 0.340 0.294 0.916
H 0.2161 0.4924 -2.2718 0.042 -0.092 0.153
H 1.4044 1.3283 -1.1888 -0.148 -0.320 -0.040
H 1.1639 -1.7729 -1.0991 0.570 0.006 0.031
H -0.3160 0.9613 2.1347 -0.357 0.374 0.690
H 0.2662 -1.1691 1.4917 0.127 -0.078 -0.336
```
Positions in Å, forces in eV/Å.

Summary:
HOMO-LUMO gap: 0.348 hartree
LUMO: 0.03861 Ha
energy: -270.3642 Ha
E_HOMO: -8.43 eV

***

3.
Below is C5H8O in the gas phase at a distorted geometry, with properties calculated with wB97M-V/def2-TZVPD.

```
14
Properties=species:S:1:pos:R:3:forces:R:3
C -1.9287 0.6898 -1.3031 -0.901 1.558 -0.618
C -1.0429 -0.5289 -1.3335 0.940 -1.781 0.364
C -0.2451 -1.0612 -0.3563 -0.699 2.706 -0.596
C 0.0335 -0.3837 1.0083 -0.935 -0.194 0.581
C 1.1168 0.6208 0.9157 5.809 1.226 0.076
O 2.3737 0.3759 1.2160 -6.663 1.432 -1.555
H -2.9557 0.5651 -1.9568 2.530 0.117 1.941
H -2.1596 0.9860 -0.1558 0.424 -0.318 -2.960
H -1.3330 1.5588 -1.9214 -1.499 -1.831 1.874
H -0.9771 -1.1368 -2.2718 -0.325 0.890 0.632
H 0.4874 -1.7963 -0.6468 -0.172 -0.447 0.101
H -0.8649 0.2216 1.4211 1.181 -1.420 -0.556
H 0.4447 -1.1371 1.7130 -0.778 0.338 -0.182
H 0.7666 1.7111 0.5035 1.088 -2.275 0.898
```
Positions in Å, forces in eV/Å.

Summary:
HOMO-LUMO gap: 0.370 hartree
LUMO: 0.02136 Ha
energy: -270.4576 Ha
E_HOMO: -9.49 eV

***

4.
Below is a molecular structure, C5H8O, with properties calculated with wB97M-V/def2-TZVPD.

```
14
Properties=species:S:1:pos:R:3:forces:R:3
C 0.4098 1.1471 1.1846 0.046 0.112 0.052
C 0.0539 -0.1484 1.8177 0.008 -0.133 0.162
C -0.3887 0.1291 0.3905 -0.088 -0.080 -0.163
C 0.3462 -0.6412 -0.6166 -0.302 0.241 0.106
C -0.3692 -0.9444 -1.8799 -0.148 -0.145 -0.012
O 0.2776 0.3114 -2.1379 0.163 -0.040 -0.173
H 1.4442 1.3105 0.8886 -0.259 -0.082 0.041
H -0.1240 2.0398 1.5006 0.081 -0.201 -0.084
H -0.7307 -0.1739 2.5673 0.170 0.009 -0.089
H 0.8406 -0.8899 1.9253 -0.175 0.145 0.057
H -1.4444 0.3629 0.2258 0.230 -0.112 0.072
H 1.1540 0.0847 -1.4421 0.130 0.075 -0.241
H -0.0130 -1.7646 -2.5127 -0.087 0.192 0.202
H -1.4562 -0.8233 -1.9112 0.231 0.019 0.068
```
Positions in Å, forces in eV/Å.

Summary:
HOMO-LUMO gap: 0.365 hartree
LUMO: 0.03329 Ha
energy: -270.3687 Ha
E_HOMO: -9.02 eV

***

5.
Below is C5H8O in the gas phase at a distorted geometry, with properties calculated with wB97M-V/def2-TZVPD.

```
14
Properties=species:S:1:pos:R:3:forces:R:3
O -0.9835 1.8551 -0.1410 3.505 0.276 -3.327
C -0.9258 0.6866 0.5009 3.099 -1.538 1.540
C -1.1137 -0.6435 -0.2572 0.109 -0.176 0.036
C 0.3160 -1.0950 -0.0230 0.097 -0.417 -0.158
C 1.3431 -0.0671 -0.4320 -1.427 2.682 -2.797
C 0.7972 0.0135 0.8833 -2.942 1.466 0.245
H -0.0590 1.7799 -0.9184 -3.663 0.329 2.936
H -1.3223 0.7261 1.5097 -0.521 0.173 -0.144
H -1.4160 -0.5327 -1.3048 0.067 0.058 0.133
H -1.8462 -1.2846 0.2480 0.099 0.089 -0.111
H 0.5937 -2.1396 0.0537 0.119 0.033 -0.078
H 0.9757 0.8558 -1.2662 0.830 -2.175 1.766
H 2.3552 -0.2434 -0.7009 0.646 -0.578 0.163
H 1.2857 0.0888 1.8478 -0.019 -0.222 -0.204
```
Positions in Å, forces in eV/Å.

Summary:
HOMO-LUMO gap: 0.363 hartree
LUMO: 0.03485 Ha
energy: -270.3979 Ha
E_HOMO: -8.92 eV

***

6.
Below is C5H8O in the gas phase, with properties calculated with wB97M-V/def2-TZVPD.

```
14
Properties=species:S:1:pos:R:3:forces:R:3
O -2.5157 0.0701 -0.1761 -0.026 0.007 0.291
C -1.1681 0.0943 -0.3922 -0.025 -0.044 -0.132
C 0.7368 1.5553 0.0328 0.449 0.388 0.071
C 1.5839 0.3764 0.1004 -0.169 -0.372 0.034
C 1.0751 -0.8640 0.1210 0.148 0.112 -0.007
C -0.4042 -1.0354 0.1751 -0.027 -0.007 0.161
H -2.7632 -0.7163 0.3386 0.178 0.424 0.031
H -0.9779 0.5084 -1.3723 0.190 -0.180 0.009
H 1.2163 2.4252 0.5156 -0.697 -0.344 0.304
H 0.2702 1.8916 -0.8694 0.122 -0.122 -0.459
H 2.6543 0.4877 0.2982 -0.221 0.104 -0.171
H 1.6992 -1.7457 0.2061 0.013 0.081 0.053
H -0.7217 -2.0130 -0.2198 0.000 0.209 -0.175
H -0.6850 -1.0345 1.2419 0.064 -0.255 -0.010
```
Positions in Å, forces in eV/Å.

Summary:
HOMO-LUMO gap (alpha / beta): 0.308 / 0.284 hartree
LUMO (alpha / beta): 0.02910 / 0.01316 Ha
energy: -270.4015 Ha
E_HOMO (alpha / beta): -7.58 / -7.36 eV

***

7.
Below is C5H8O in the gas phase, with properties calculated with wB97M-V/def2-TZVPD.

```
14
Properties=species:S:1:pos:R:3:forces:R:3
O -0.6522 2.4665 -0.2336 0.109 -0.471 0.067
C -0.3426 1.3099 -0.0720 -0.066 0.288 -0.001
C -1.3038 0.1586 0.1976 -0.041 0.027 -0.014
C -0.5162 -1.1099 -0.1442 -0.023 -0.056 -0.042
C 0.9746 -0.7524 0.0796 0.038 -0.046 0.057
C 1.0849 0.7687 -0.1087 0.017 0.048 -0.014
H -1.5657 0.1980 1.2642 0.073 0.006 -0.130
H -2.2296 0.2904 -0.3686 0.126 -0.001 0.098
H -0.8227 -1.9676 0.4620 0.053 0.118 -0.125
H -0.6856 -1.3811 -1.1922 0.035 0.070 0.120
H 1.6226 -1.3005 -0.6105 -0.088 0.069 0.133
H 1.2795 -1.0341 1.0929 -0.064 0.060 -0.117
H 1.6661 1.2634 0.6771 -0.072 -0.052 -0.136
H 1.5386 1.0600 -1.0626 -0.097 -0.059 0.104
```
Positions in Å, forces in eV/Å.

Summary:
HOMO-LUMO gap: 0.383 hartree
LUMO: 0.03648 Ha
energy: -270.5565 Ha
E_HOMO: -9.42 eV

***

8.
Below is C5H8O in the gas phase at a distorted geometry, with properties calculated with wB97M-V/def2-TZVPD.

```
14
Properties=species:S:1:pos:R:3:forces:R:3
C 0.8867 0.1999 1.7079 0.582 -0.233 1.272
C 0.3852 0.8078 0.4820 0.515 -0.940 -0.915
O 0.3047 2.1281 0.4138 -1.358 -0.050 -2.756
C 0.0568 0.1962 -0.6875 0.779 -1.060 0.712
C -0.1096 -1.2219 -1.0897 0.539 -0.875 0.549
C -1.2208 -0.2691 -1.2432 -1.191 0.807 -0.947
H 0.0564 -0.1765 2.3160 -0.116 0.098 -0.143
H 1.5353 -0.6630 1.5563 -0.055 0.086 -0.364
H 1.4251 0.9184 2.3227 0.054 0.066 0.011
H 0.0429 1.9776 -0.6543 0.611 1.800 2.721
H -0.2151 -1.9982 -0.3405 -0.086 0.005 0.136
H 0.3949 -1.5903 -1.9785 0.056 0.300 0.011
H -1.4779 0.0614 -2.2337 -0.298 -0.094 -0.327
H -2.0645 -0.3704 -0.5713 -0.032 0.089 0.039
```
Positions in Å, forces in eV/Å.

Summary:
HOMO-LUMO gap: 0.326 hartree
LUMO: 0.03198 Ha
energy: -270.4287 Ha
E_HOMO: -8.01 eV

***

9.
Below is a molecular structure, C5H8O at a distorted geometry, with properties calculated with wB97M-V/def2-TZVPD.

```
14
Properties=species:S:1:pos:R:3:forces:R:3
O 0.1393 -1.8654 1.3318 -0.154 0.144 0.104
C 0.1723 -0.5560 0.8355 -0.163 0.902 0.253
C 1.3355 -0.0850 -0.0700 -0.169 -0.307 0.294
C 0.5595 1.0220 -0.6776 -0.100 0.352 0.097
C -0.8291 0.6290 -1.1142 -0.100 0.099 -0.445
C -1.0174 0.0547 0.2014 -1.122 -0.784 -0.366
H -0.6384 -2.3311 0.9941 0.146 0.198 -0.049
H -0.0417 0.3106 1.5099 1.845 -1.137 1.762
H 1.6216 -0.9030 -0.7424 -0.124 0.173 -0.051
H 2.2233 0.2306 0.4855 -0.220 -0.021 -0.111
H 0.7953 2.0429 -0.3917 -0.270 -0.086 -0.137
H -0.9350 -0.0876 -1.9219 0.195 0.066 -0.692
H -1.4588 1.5089 -1.2605 -0.045 -0.202 -0.286
H -1.9265 0.0295 0.8204 0.280 0.605 -0.376
```
Positions in Å, forces in eV/Å.

Summary:
HOMO-LUMO gap (alpha / beta): 0.292 / 0.288 hartree
LUMO (alpha / beta): 0.01473 / 0.01856 Ha
energy: -270.3860 Ha
E_HOMO (alpha / beta): -7.53 / -7.32 eV

***

10.
Below is C5H8O in the gas phase at a distorted geometry, with properties calculated with wB97M-V/def2-TZVPD.

```
14
Properties=species:S:1:pos:R:3:forces:R:3
C -1.7382 -0.6762 0.0236 -0.051 0.037 -0.073
C -0.6918 0.3871 -0.3114 -0.046 -0.003 -0.282
C 0.5381 -0.2406 -0.9348 -0.384 -0.499 -0.714
C 1.4190 -0.5523 0.0091 0.371 1.783 -0.566
C 1.1981 0.7042 0.8662 0.571 -0.274 0.933
O -0.1955 0.9390 0.9147 0.157 -0.270 0.054
H -2.5879 -0.2395 0.5592 0.154 0.031 -0.115
H -1.2741 -1.4351 0.6643 -0.063 0.159 -0.141
H -2.1105 -1.1680 -0.8816 0.050 0.079 0.081
H -1.1247 1.1698 -0.9471 0.059 0.071 0.167
H 0.8709 -0.0393 -1.9390 -0.769 -1.292 -0.883
H 2.3847 -1.0183 -0.1676 -0.055 0.330 0.020
H 1.6548 1.5596 0.3155 0.208 -0.506 0.552
H 1.6570 0.6095 1.8287 -0.202 0.356 0.967
```
Positions in Å, forces in eV/Å.

Summary:
HOMO-LUMO gap: 0.352 hartree
LUMO: 0.02529 Ha
energy: -270.4538 Ha
E_HOMO: -8.90 eV

***

11.
Below is C5H8O in the gas phase at a distorted geometry, with properties calculated with wB97M-V/def2-TZVPD.

```
14
Properties=species:S:1:pos:R:3:forces:R:3
C 0.3714 -2.1977 -2.0352 -0.030 1.088 1.766
C 0.0467 -1.7233 -0.9671 -0.850 1.216 3.918
O -0.3204 -1.2240 0.6420 0.904 -3.126 -5.270
C -0.0797 0.1165 0.8533 1.882 2.361 1.735
C 1.2211 0.6496 0.1726 -4.636 -3.961 -3.784
C -1.3116 0.9786 0.6108 -3.062 -2.678 0.156
H 0.9479 -2.3985 -2.9051 -0.315 -0.307 -0.244
H 0.1783 0.1826 1.9963 -0.763 -0.445 -1.715
H 1.4598 1.5314 0.5551 1.059 4.013 1.295
H 1.9946 -0.0686 0.2914 0.706 -0.565 -0.164
H 0.7701 0.6835 -0.9444 1.953 0.299 2.073
H -1.2718 2.0142 0.6994 0.843 1.833 0.515
H -2.0901 0.6145 1.3678 0.971 0.640 -0.748
H -1.9164 0.8412 -0.3368 1.338 -0.368 0.465
```
Positions in Å, forces in eV/Å.

Summary:
HOMO-LUMO gap: 0.395 hartree
LUMO: 0.01994 Ha
energy: -270.3459 Ha
E_HOMO: -10.19 eV

***

12.
Below is C5H8O in the gas phase at a distorted geometry, with properties calculated with wB97M-V/def2-TZVPD.

```
14
Properties=species:S:1:pos:R:3:forces:R:3
O 0.6558 -0.0593 -2.5057 -0.423 0.014 0.441
C 0.3494 -0.0428 -1.3364 -0.167 0.113 -0.287
C 1.2132 0.3235 -0.1732 0.239 -0.311 -0.116
C 0.2543 0.7134 0.9539 0.036 -0.028 -0.044
C -0.7712 -0.4157 0.8450 -0.085 0.000 -0.066
C -0.9506 -0.5444 -0.6864 -0.185 0.008 -0.126
H 1.4574 -0.7708 -0.1309 0.848 0.555 1.150
H 2.1003 0.9345 -0.3389 -0.168 -0.153 -0.194
H 0.7077 0.8463 1.9430 -0.013 -0.272 -0.251
H -0.2425 1.6637 0.7080 0.228 -0.084 -0.026
H -1.7141 -0.2171 1.3628 0.126 0.029 -0.116
H -0.3368 -1.3190 1.2987 -0.165 0.083 -0.299
H -1.2407 -1.5427 -1.0224 0.035 0.204 -0.134
H -1.6867 0.1815 -1.0408 -0.305 -0.160 0.069
```
Positions in Å, forces in eV/Å.

Summary:
HOMO-LUMO gap: 0.377 hartree
LUMO: 0.03558 Ha
energy: -270.5411 Ha
E_HOMO: -9.28 eV

***

Q: Which of these has the lowest energy?
A: number 7

***

Q: The lowest energy belongs to which entry?
A: number 7

***

Q: What is the energy in the sixth record?
A: -270.4015 Ha

***

Q: The lowest energy belongs to which entry?
A: number 7